{"formula": "C12H8LaN2O4", "method": "wB97M-V/def2-TZVPD", "species": ["La", "C", "O", "C", "O", "C", "O", "C", "O", "C", "H", "H", "C", "H", "H", "N", "C", "C", "C", "C", "N", "C", "C", "H", "H", "H", "H"], "coordinates": [[-0.000260, -0.474419, -0.883747], [0.065865, 1.668129, 0.804602], [0.093162, 2.741962, 1.196851], [-0.030646, 1.836101, -1.801552], [-0.036561, 2.909412, -2.258882], [-2.177990, 0.764380, -0.654926], [-3.227920, 1.221313, -0.501130], [2.178947, 0.752573, -0.685445], [3.226294, 1.223377, -0.554075], [-0.007738, -1.113477, -5.278445], [0.924636, -1.687005, -5.217397], [-0.938762, -1.686091, -5.193063], [-0.011061, 0.184661, -5.611250], [-0.943568, 0.728333, -5.802701], [0.917181, 0.726574, -5.827034], [-0.004807, 0.718278, 6.267939], [-0.005154, 0.011350, 5.334234], [-0.007944, -0.589140, 4.014511], [1.193997, -0.878486, 3.359479], [1.169979, -1.261355, 2.033658], [0.005783, -1.309697, 1.321465], [-1.166870, -1.247828, 2.018005], [-1.206241, -0.863016, 3.343821], [2.152806, -0.769497, 3.861300], [2.076374, -1.447791, 1.445659], [-2.074457, -1.422215, 1.428067], [-2.165041, -0.736416, 3.840047]], "forces_ev_per_a": [[-0.057, -3.942, -0.932], [0.037, 4.067, 1.616], [-0.081, -3.582, -0.990], [0.007, 7.986, -3.871], [0.017, -5.733, 2.464], [-6.883, 2.737, 0.876], [4.858, -1.994, -0.719], [6.979, 2.862, 0.658], [-4.882, -2.090, -0.607], [0.006, -0.281, 0.347], [-0.303, 0.242, -0.044], [0.298, 0.241, -0.057], [-0.002, 0.299, 0.004], [0.326, -0.237, 0.119], [-0.326, -0.237, 0.131], [0.005, -1.692, -1.888], [-0.044, 1.437, 1.097], [0.021, -0.070, 0.476], [0.610, -0.088, 0.008], [-0.420, 0.639, -0.608], [-0.033, -1.035, 1.422], [0.368, 0.675, -0.481], [-0.482, -0.041, 0.055], [-0.188, -0.067, 0.027], [-0.086, 0.009, 0.484], [0.115, -0.010, 0.420], [0.142, -0.093, -0.008]], "homo_ev": -18.85, "molar_mass_g_mol": 383.11, "orbital_gap_ha": 0.182, "charge": 3}


{"formula": "C12H8MgN4O3Te", "method": "wB97M-V/def2-TZVPD", "species": ["Mg", "O", "C", "N", "C", "O", "C", "C", "C", "C", "C", "N", "C", "C", "C", "C", "C", "N", "H", "H", "H", "H", "H", "H", "H", "H", "O", "N", "Te"], "coordinates": [[0.194192, 0.593583, 0.433052], [0.196023, -2.657708, 2.993616], [0.006130, -1.686679, 2.297054], [0.831000, -1.085058, 1.387050], [2.053711, -1.608996, 1.070064], [2.630593, -2.568434, 1.529154], [2.725803, -0.817913, -0.050984], [3.970785, -1.206673, -0.513884], [4.553290, -0.480296, -1.537840], [3.877850, 0.611344, -2.063820], [2.640620, 0.937894, -1.541804], [2.073589, 0.236037, -0.558073], [-1.345952, -0.980239, 2.378676], [-2.317590, -1.460462, 3.239512], [-3.540232, -0.813667, 3.285657], [-3.752759, 0.291656, 2.474669], [-2.728340, 0.711901, 1.647668], [-1.549495, 0.088301, 1.597471], [4.442134, -2.065709, -0.059049], [5.525002, -0.759899, -1.923431], [4.299469, 1.204546, -2.862513], [2.078157, 1.788278, -1.908409], [-2.085232, -2.325951, 3.842744], [-4.321317, -1.165854, 3.946681], [-4.692767, 0.824444, 2.481140], [-2.840105, 1.576991, 1.005106], [-0.885595, 1.274911, -1.249753], [-0.957818, 2.506236, -1.232358], [-0.009308, 3.426784, 0.350926]], "forces_ev_per_a": [[-0.029, 0.085, -0.014], [0.008, -0.002, 0.001], [-0.031, 0.009, 0.001], [0.007, -0.066, 0.014], [0.020, 0.026, -0.018], [-0.003, -0.007, 0.002], [-0.027, 0.001, 0.015], [0.003, 0.005, -0.004], [0.008, -0.008, 0.002], [-0.002, 0.010, -0.006], [-0.010, -0.010, 0.009], [0.012, 0.017, -0.010], [0.019, 0.004, -0.006], [-0.002, 0.006, -0.004], [-0.002, -0.009, 0.007], [0.001, 0.003, -0.002], [0.005, 0.004, -0.009], [-0.002, -0.016, 0.023], [0.000, 0.000, -0.001], [0.000, 0.001, 0.001], [-0.001, 0.001, 0.000], [0.003, 0.002, -0.001], [-0.005, 0.000, 0.002], [0.000, 0.002, 0.000], [0.000, 0.001, 0.000], [-0.001, 0.002, 0.002], [0.018, -0.017, 0.009], [0.011, 0.012, 0.009], [-0.001, -0.056, -0.021]], "homo_ev": -8.54, "molar_mass_g_mol": 408.13, "orbital_gap_ha": 0.291}


{"formula": "C12H8N6", "method": "wB97M-V/def2-TZVPD", "species": ["N", "C", "N", "N", "N", "C", "C", "C", "C", "C", "C", "C", "C", "C", "C", "C", "N", "N", "H", "H", "H", "H", "H", "H", "H", "H"], "coordinates": [[-5.173594, -1.735678, -1.538119], [-4.070756, -1.915862, -1.349865], [1.061727, 3.509171, 1.469114], [-0.702112, -3.224789, -1.619439], [1.902914, 1.254976, 1.261298], [1.468434, -2.121118, -1.071383], [1.847516, -1.040522, -0.406786], [1.952760, 2.543111, 1.664095], [0.030670, 3.145760, 0.746984], [-2.020273, -3.012063, -1.757037], [0.016473, -2.212032, -1.135621], [0.726183, 0.889662, 0.597983], [-0.190034, 1.847828, 0.446006], [-1.935585, -1.033397, -0.351113], [-2.635842, -1.925399, -1.212164], [-0.532483, -1.070715, -0.443562], [2.966280, 2.951435, 2.377418], [0.660114, -0.360616, -0.058526], [2.179741, -2.952825, -1.327428], [2.903240, -0.825307, -0.252571], [-0.787788, 3.861645, 0.463303], [-2.630410, -3.796246, -2.198026], [-1.042065, 1.637629, -0.251479], [-2.393398, -0.365006, 0.354280], [3.505560, 2.167527, 2.634980], [2.892728, 3.782833, 2.957657]], "forces_ev_per_a": [[-2.161, -0.019, -0.257], [2.176, 0.826, 0.501], [-0.948, 1.056, -1.058], [-0.270, 0.374, -0.895], [-1.587, -0.761, -1.063], [0.405, -3.211, -0.649], [-1.246, -0.270, -0.324], [-2.039, -0.812, -0.704], [-1.218, 1.442, 1.075], [1.824, -1.091, 0.111], [0.134, -0.012, 0.424], [3.928, 0.274, 1.070], [-3.973, -0.966, -3.252], [1.255, 0.453, -0.531], [-0.679, 0.729, 1.848], [1.695, -1.248, -1.232], [2.166, 0.204, 1.224], [-0.436, 1.689, 2.006], [-1.036, 1.095, -0.131], [-0.782, 0.901, 0.535], [1.225, -0.342, 0.396], [0.268, 0.099, -0.158], [0.635, 0.126, 0.905], [-0.564, 0.317, -0.263], [1.206, -0.327, 0.879], [0.021, -0.527, -0.453]], "homo_ev": -8.87, "molar_mass_g_mol": 236.24, "orbital_gap_ha": 0.315, "smiles": "N#Cc1cnc2ccn(-c3ccnc(N)n3)c2c1"}